[1]
Computed, not measured: the molecule C2H5N3O at a distorted geometry, with ωB97M-V/def2-TZVPD.

Geometry as ORCA input:
```
! RIJCOSX wB97M-V def2-TZVPD def2/J DEFGRID3
* xyz 0 1
H -1.853 -1.835 0.034
N -2.233 -0.938 -0.174
C -1.162 -0.176 -0.178
N -1.245 1.235 -0.123
O 0.068 -0.708 -0.218
N 1.167 0.219 -0.499
C 2.183 -0.301 0.021
H -1.929 1.603 0.580
H -0.340 1.681 -0.037
H 2.998 0.388 -0.094
H 2.346 -1.167 0.688
*
```

The calculation puts the molar mass at 87.082 g mol⁻¹. The calculation puts the largest force on an atom at 3.58 eV/A. The SMILES is [H]/N=C(/N)ON=C. As for the energy above the lowest of the compared OMol25 structures with the same formula, charge and spin: 3.226 eV. As for the LUMO energy: 0.024 Ha.

Table of Mulliken atomic charges, one value per atom, all in e: atom 1 (H): 0.25, atom 2 (N): -0.72, atom 3 (C): 0.56, atom 4 (N): -0.46, atom 5 (O): -0.16, atom 6 (N): -0.44, atom 7 (C): -0.17, atom 8 (H): 0.28, atom 9 (H): 0.29, atom 10 (H): 0.30, atom 11 (H): 0.28


[2]
Computed, not measured: the molecule C2H5N3O at a distorted geometry, with ωB97M-V/def2-TZVPD.

Geometry as ORCA input:
```
! RIJCOSX wB97M-V def2-TZVPD def2/J DEFGRID3
* xyz 0 1
N -1.966 0.043 0.106
C 1.345 -0.399 0.173
C 1.144 0.971 -0.057
O 1.007 -1.417 -0.747
N -0.163 -1.188 -0.022
N -0.881 -0.223 -0.625
H -2.316 -0.688 0.718
H -2.675 0.576 -0.371
H 2.245 -0.747 0.682
H 2.025 1.601 -0.069
H 0.234 1.472 0.214
*
```

The calculation puts the molar mass at 87.082 g mol⁻¹. The calculation puts the largest force on an atom at 2.59 eV/A. As for the energy above the lowest of the compared OMol25 structures with the same formula, charge and spin: 7.972 eV. As for the LUMO energy (spin up / spin down): -0.005 / 0.000 Ha.

Table of Mulliken atomic charges, one value per atom, all in e: atom 1 (N): -0.29, atom 2 (C): 0.17, atom 3 (C): -0.66, atom 4 (O): -0.29, atom 5 (N): -0.15, atom 6 (N): -0.18, atom 7 (H): 0.29, atom 8 (H): 0.23, atom 9 (H): 0.37, atom 10 (H): 0.27, atom 11 (H): 0.25


[3]
Computed, not measured: the molecule C2H5N3O2 at a distorted geometry, with ωB97M-V/def2-TZVPD.

Geometry as ORCA input:
```
! RIJCOSX wB97M-V def2-TZVPD def2/J DEFGRID3
* xyz 0 1
N -1.904 -0.566 0.326
C -0.540 -0.936 0.070
O -0.304 -2.115 -0.118
N 0.370 0.113 -0.095
N -0.047 1.431 0.090
C 1.704 -0.213 -0.038
O 2.304 -1.269 0.286
H -2.551 -1.316 -0.087
H -2.033 0.323 -0.435
H 0.292 2.050 -0.586
H 0.321 1.809 0.986
H 2.388 0.688 -0.397
*
```

The calculation puts the molar mass at 103.081 g mol⁻¹. The calculation puts the largest force on an atom at 5.34 eV/A. The SMILES is NC(=O)N(N)C=O. As for the energy above the lowest of the compared OMol25 structures with the same formula, charge and spin: 3.035 eV. As for the LUMO energy: 0.017 Ha.

Table of Mulliken atomic charges, one value per atom, all in e: atom 1 (N): -0.58, atom 2 (C): 0.48, atom 3 (O): -0.55, atom 4 (N): 0.36, atom 5 (N): -0.68, atom 6 (C): 0.07, atom 7 (O): -0.48, atom 8 (H): 0.33, atom 9 (H): 0.30, atom 10 (H): 0.25, atom 11 (H): 0.25, atom 12 (H): 0.26


[4]
Computed, not measured: a structure of composition C2H5N3O2 at a distorted geometry, with ωB97M-V/def2-TZVPD.

Geometry as ORCA input:
```
! RIJCOSX wB97M-V def2-TZVPD def2/J DEFGRID3
* xyz 0 1
C -0.069 -1.071 -0.175
C 0.567 0.086 -0.234
N -1.507 -1.159 -0.063
N -1.667 1.001 0.404
N 1.789 0.525 -0.301
O -0.614 1.497 -0.319
O -2.274 -0.039 -0.422
H 0.270 -1.974 0.161
H -1.962 -1.959 -0.533
H -2.353 1.755 0.193
H 1.938 0.924 -1.170
H 2.148 1.073 0.544
*
```

The calculation puts the molar mass at 103.081 g mol⁻¹. The calculation puts the largest force on an atom at 4.65 eV/A. As for the energy above the lowest of the compared OMol25 structures with the same formula, charge and spin: 8.634 eV. As for the LUMO energy: 0.032 Ha.

Table of Mulliken atomic charges, one value per atom, all in e: atom 1 (C): -0.30, atom 2 (C): 0.26, atom 3 (N): -0.20, atom 4 (N): -0.24, atom 5 (N): -0.46, atom 6 (O): -0.40, atom 7 (O): -0.22, atom 8 (H): 0.43, atom 9 (H): 0.25, atom 10 (H): 0.29, atom 11 (H): 0.29, atom 12 (H): 0.30


[5]
Computed, not measured: the molecule C2H5N3O2S at a distorted geometry, with ωB97M-V/def2-TZVPD.

Geometry as ORCA input:
```
! RIJCOSX wB97M-V def2-TZVPD def2/J DEFGRID3
* xyz 0 1
H -0.251 1.994 -0.428
N 0.608 1.425 -0.353
C 0.389 0.314 0.188
N 1.334 -0.701 0.281
S 2.911 -0.295 -0.261
N -0.820 -0.153 0.761
O -1.917 0.719 0.373
C -2.902 0.059 -0.237
O -2.921 -1.097 -0.557
H 1.348 -1.120 1.218
H 3.017 0.937 0.266
H -1.083 -1.118 0.474
H -3.680 0.814 -0.407
*
```

The calculation puts the molar mass at 135.148 g mol⁻¹. The calculation puts the largest force on an atom at 1.64 eV/A. The SMILES is [H]/N=C(/NS)NOC=O. As for the energy above the lowest of the compared OMol25 structures with the same formula, charge and spin: 2.346 eV. As for the LUMO energy: 0.025 Ha.

Table of Mulliken atomic charges, one value per atom, all in e: atom 1 (H): 0.27, atom 2 (N): -0.64, atom 3 (C): 0.51, atom 4 (N): -0.40, atom 5 (S): -0.15, atom 6 (N): -0.23, atom 7 (O): -0.25, atom 8 (C): 0.24, atom 9 (O): -0.50, atom 10 (H): 0.30, atom 11 (H): 0.14, atom 12 (H): 0.34, atom 13 (H): 0.34


[6]
Computed, not measured: the molecule C2H5N3O2S at a distorted geometry, with ωB97M-V/def2-TZVPD.

Geometry as ORCA input:
```
! RIJCOSX wB97M-V def2-TZVPD def2/J DEFGRID3
* xyz 0 1
O -2.017 -1.530 -0.160
N -1.579 -0.244 0.072
C -0.249 -0.035 0.070
N 0.519 -1.125 0.092
C 1.857 -1.115 0.030
S 2.945 0.130 -0.100
N 0.168 1.259 0.156
O -0.793 2.197 -0.199
H -1.166 -2.028 -0.134
H -2.181 0.460 -0.342
H 2.307 -2.137 0.061
H 1.126 1.446 -0.165
H -0.937 2.723 0.620
*
```

The calculation puts the molar mass at 135.148 g mol⁻¹. The calculation puts the largest force on an atom at 1.00 eV/A. The SMILES is ONC(=NC=S)NO. As for the energy above the lowest of the compared OMol25 structures with the same formula, charge and spin: 3.668 eV. As for the LUMO energy: 0.001 Ha.

Table of Mulliken atomic charges, one value per atom, all in e: atom 1 (O): -0.43, atom 2 (N): -0.06, atom 3 (C): 0.48, atom 4 (N): -0.61, atom 5 (C): -0.04, atom 6 (S): -0.39, atom 7 (N): -0.03, atom 8 (O): -0.47, atom 9 (H): 0.44, atom 10 (H): 0.29, atom 11 (H): 0.30, atom 12 (H): 0.16, atom 13 (H): 0.36


[7]
Computed, not measured: the molecule C2H5N3O3 at a distorted geometry, with ωB97M-V/def2-TZVPD.

Geometry as ORCA input:
```
! RIJCOSX wB97M-V def2-TZVPD def2/J DEFGRID3
* xyz 0 1
N -2.453 -0.322 0.135
N -1.256 -0.913 -0.377
C -0.274 -0.177 -0.303
N -0.109 1.131 0.149
O 1.162 1.658 -0.189
O 0.844 -0.608 -1.078
C 1.867 -1.003 -0.233
O 1.823 -1.073 0.961
H -2.245 0.228 0.957
H -2.977 -1.142 0.559
H -0.787 1.614 -0.382
H 1.640 1.759 0.645
H 2.765 -1.152 -0.843
*
```

The calculation puts the molar mass at 119.080 g mol⁻¹. The calculation puts the largest force on an atom at 3.87 eV/A. The SMILES is N/N=C(\NO)OC=O. As for the energy above the lowest of the compared OMol25 structures with the same formula, charge and spin: 3.004 eV. As for the LUMO energy: 0.028 Ha.

Table of Mulliken atomic charges, one value per atom, all in e: atom 1 (N): -0.56, atom 2 (N): -0.25, atom 3 (C): 0.59, atom 4 (N): -0.27, atom 5 (O): -0.41, atom 6 (O): -0.30, atom 7 (C): 0.13, atom 8 (O): -0.46, atom 9 (H): 0.25, atom 10 (H): 0.28, atom 11 (H): 0.29, atom 12 (H): 0.35, atom 13 (H): 0.35


[8]
Computed, not measured: a cluster of 2 separate species, C2H5N3O3 in total at a distorted geometry, with ωB97M-V/def2-TZVPD.

Geometry as ORCA input:
```
! RIJCOSX wB97M-V def2-TZVPD def2/J DEFGRID3
* xyz 0 1
N 0.016 1.438 -0.156
C 0.049 0.093 0.021
N -1.199 -0.506 -0.149
N 1.195 -0.514 0.049
O 1.278 -1.950 0.109
H 0.892 1.961 -0.236
H -0.830 1.977 -0.112
H -2.151 -0.100 0.090
H -1.321 -1.457 0.001
H 2.276 -1.991 -0.122
O 3.814 -0.601 -0.210
C 3.162 0.345 -0.047
O 2.823 1.459 0.149
*
```

The calculation puts the molar mass at 119.080 g mol⁻¹. The calculation puts the largest force on an atom at 2.43 eV/A. The SMILES is NC(N)=NO.O=C=O. As for the energy above the lowest of the compared OMol25 structures with the same formula, charge and spin: 0.740 eV. As for the LUMO energy: 0.025 Ha.

Table of Mulliken atomic charges, one value per atom, all in e: atom 1 (N): -0.34, atom 2 (C): 0.48, atom 3 (N): -0.48, atom 4 (N): -0.34, atom 5 (O): -0.43, atom 6 (H): 0.22, atom 7 (H): 0.16, atom 8 (H): 0.23, atom 9 (H): 0.23, atom 10 (H): 0.39, atom 11 (O): -0.49, atom 12 (C): 0.89, atom 13 (O): -0.52


[9]
Computed, not measured: a cluster of 2 separate species, C2H5N3O4 in total at a distorted geometry, with ωB97M-V/def2-TZVPD.

Geometry as ORCA input:
```
! RIJCOSX wB97M-V def2-TZVPD def2/J DEFGRID3
* xyz 0 1
H 0.095 -0.069 2.103
N 0.079 -0.989 1.474
C -0.517 -0.655 0.393
O -0.462 -1.343 -0.739
C -1.245 0.652 0.186
N -1.851 0.849 -0.959
O -1.124 1.541 0.990
H 0.078 -2.132 -0.651
H -1.961 -0.004 -1.496
H -2.378 1.762 -1.196
O 1.899 -1.072 -0.938
N 2.381 -0.594 0.043
O 2.372 0.808 0.011
H 2.633 1.247 0.780
*
```

The calculation puts the molar mass at 135.079 g mol⁻¹. The calculation puts the largest force on an atom at 4.40 eV/A. The SMILES is [H]/N=C(/O)C(N)=O.O=NO. As for the energy above the lowest of the compared OMol25 structures with the same formula, charge and spin: 1.352 eV. As for the LUMO energy: 0.007 Ha.

Table of Mulliken atomic charges, one value per atom, all in e: atom 1 (H): 0.30, atom 2 (N): -0.74, atom 3 (C): 0.49, atom 4 (O): -0.57, atom 5 (C): 0.61, atom 6 (N): -0.38, atom 7 (O): -0.64, atom 8 (H): 0.45, atom 9 (H): 0.24, atom 10 (H): 0.28, atom 11 (O): -0.30, atom 12 (N): 0.28, atom 13 (O): -0.37, atom 14 (H): 0.37


[10]
Computed, not measured: the molecule C2H5N3OS at a distorted geometry, with ωB97M-V/def2-TZVPD.

Geometry as ORCA input:
```
! RIJCOSX wB97M-V def2-TZVPD def2/J DEFGRID3
* xyz 0 1
C -1.628 0.765 -0.821
S -0.615 -0.334 0.018
N -0.232 0.466 1.416
O -1.334 -1.560 0.305
N 1.288 -0.945 -0.624
C 2.319 -0.260 -0.237
N 3.335 0.282 -0.145
H -1.881 0.208 -1.685
H -1.267 1.669 -1.178
H -0.884 0.176 2.140
H -0.349 1.469 1.245
H 1.248 -1.936 -0.433
*
```

The calculation puts the molar mass at 119.149 g mol⁻¹. The calculation puts the largest force on an atom at 4.09 eV/A. The SMILES is C=[S@@](N)(=O)NC#N. As for the energy above the lowest of the compared OMol25 structures with the same formula, charge and spin: 5.647 eV. As for the LUMO energy (spin up / spin down): -0.042 / -0.042 Ha.

Table of Mulliken atomic charges, one value per atom, all in e: atom 1 (C): -0.88, atom 2 (S): 0.97, atom 3 (N): -0.56, atom 4 (O): -0.59, atom 5 (N): -0.51, atom 6 (C): 0.44, atom 7 (N): -0.45, atom 8 (H): 0.27, atom 9 (H): 0.41, atom 10 (H): 0.31, atom 11 (H): 0.29, atom 12 (H): 0.30


Question: What is the largest force on an atom in the fifth record?
Answer: 1.64 eV/A


Question: Which of these has the highest largest force on an atom?
Answer: number 3


Question: Look up the largest force on an atom of the second one.
Answer: 2.59 eV/A